No. 1
Here is a cluster of 2 separate species, C4H12 in total in a non-equilibrium geometry from OMol25. Energies are from wB97M-V/def2-TZVPD.

Geometry as XYZ:
```
16
Properties=species:S:1:pos:R:3:forces:R:3:nbo_charge:R:1
C 0.923361 1.546962 1.520618 -0.1163 1.4007 -0.8337 -0.62
C 2.252707 0.997406 2.004197 0.0002 0.0122 0.4719 -0.61
H 0.192616 0.807851 1.206493 0.1380 -0.1825 -0.1167 0.21
H 0.388757 2.229486 2.187918 0.2997 -0.4113 0.6503 0.21
H 1.117630 2.261926 0.709058 -0.1780 -0.5773 -0.4221 0.20
H 2.185033 0.847151 3.083688 0.3557 -0.3925 -0.1008 0.20
H 3.090139 1.665837 1.811323 -0.1586 0.3766 0.1476 0.20
H 2.556281 0.088743 1.484321 -0.3443 -0.2287 0.2062 0.21
C -1.083148 -1.284923 -1.172553 -0.3897 0.2230 0.0041 -0.61
C -2.081159 -1.298452 -2.335743 0.0612 0.2366 0.1541 -0.60
H -0.719491 -0.311701 -0.841490 -0.0635 0.1855 -0.4089 0.20
H -1.572192 -1.697766 -0.288844 0.1969 -0.3207 -0.0217 0.20
H -0.225627 -1.885781 -1.462825 0.1409 -0.1090 0.2851 0.20
H -2.288617 -2.346712 -2.537705 -0.2132 -0.0039 -0.2921 0.20
H -1.710479 -0.824314 -3.244948 0.2480 -0.1380 0.0189 0.20
H -3.025807 -0.795715 -2.123501 0.0229 -0.0707 0.2578 0.20
```
Positions in Å, forces in eV/Å.

## Properties
**Calculated total energy**: -159.574990 Ha
**Energy relative to the best compared isomer or geometry (same formula, charge and spin)**: 6.26 kcal per mole
**Molar mass**: 60.14 g/mol
**LUMO level**: 1.14 eV
**Orbital gap**: 12.7 eV
**HOMO**: -0.4253 Ha

No. 2
Here is a cluster of 2 separate species, C4H12 in total from OMol25. Energies are from wB97M-V/def2-TZVPD.

Geometry as XYZ:
```
16
Properties=species:S:1:pos:R:3:forces:R:3:nbo_charge:R:1
C 1.843054 0.817056 -0.634898 -0.5063 0.0939 -0.0851 -0.61
C 1.345532 -0.113914 -1.747666 -0.1098 -0.2422 0.4518 -0.61
H 2.916329 0.972479 -0.721970 0.0238 0.0231 0.2618 0.21
H 1.336290 1.788681 -0.679892 0.2760 -0.0505 -0.2185 0.20
H 1.581613 0.433539 0.355234 0.2766 -0.1262 -0.0844 0.20
H 1.469417 -1.168576 -1.475997 0.0996 0.1549 -0.0133 0.20
H 1.889477 0.038457 -2.675519 -0.0877 0.1305 -0.1371 0.21
H 0.278423 0.030056 -1.917169 0.0097 0.0217 -0.1559 0.20
C -2.073429 0.193728 0.946187 -0.1037 -0.7542 0.1424 -0.60
C -1.089501 -0.875532 1.436680 -0.1259 0.1938 -0.3311 -0.60
H -1.534414 1.100406 0.684206 -0.1763 0.1773 0.0234 0.20
H -2.621111 -0.171157 0.074038 0.1134 0.1442 -0.0777 0.20
H -2.828698 0.380121 1.713685 0.1520 0.3005 -0.0409 0.20
H -1.593711 -1.810817 1.683820 -0.0166 0.0804 0.1177 0.20
H -0.550724 -0.509296 2.308922 0.0786 -0.1515 0.0677 0.20
H -0.368548 -1.105231 0.650340 0.0964 0.0043 0.0795 0.20
```
Positions in Å, forces in eV/Å.

## Properties
**Calculated total energy**: -159.583034 Ha
**Energy relative to the best compared isomer or geometry (same formula, charge and spin)**: 1.22 kcal per mole
**Molar mass**: 60.14 g/mol
**LUMO level**: 1.16 eV
**Orbital gap**: 12.9 eV
**HOMO**: -0.4332 Ha

No. 3
Here is a cluster of 2 separate species, C4H12 in total in a non-equilibrium geometry from OMol25. Energies are from wB97M-V/def2-TZVPD.

Geometry as XYZ:
```
16
Properties=species:S:1:pos:R:3:forces:R:3:nbo_charge:R:1
C -0.753428 -1.805329 2.009781 0.8065 -0.1730 -1.0886 -0.61
C -0.391519 -0.358057 1.674479 0.6420 -0.3768 0.7027 -0.61
H 0.155397 -2.340478 2.293598 -0.0873 0.1225 0.6524 0.20
H -1.524547 -1.879568 2.768917 -0.0544 -0.1786 -0.0262 0.21
H -1.004420 -2.359741 1.099134 -0.6269 0.1660 0.1179 0.20
H -1.171695 0.177380 1.144378 -0.1192 0.1514 0.2159 0.20
H -0.091561 0.121320 2.608804 -0.4726 0.4145 -0.0122 0.20
H 0.521034 -0.292626 1.086309 -0.1209 -0.2709 -0.2684 0.20
C 1.009517 1.177836 -2.421463 -0.4506 -0.1631 0.3075 -0.60
C 0.049825 0.955310 -1.233883 0.4163 1.4488 -1.1277 -0.61
H 1.183136 2.238695 -2.600717 0.1906 0.0045 0.1760 0.20
H 1.943228 0.673622 -2.174818 0.1634 0.1062 -0.3701 0.20
H 0.603088 0.786139 -3.351953 0.0610 -0.2149 -0.0285 0.20
H -0.253430 -0.081282 -1.186868 0.0534 -0.0977 0.5159 0.21
H -0.819222 1.600581 -1.348897 -0.3725 -0.2341 -0.1672 0.20
H 0.544601 1.386205 -0.366798 -0.0286 -0.7048 0.4006 0.20
```
Positions in Å, forces in eV/Å.

## Properties
**Calculated total energy**: -159.573488 Ha
**Energy relative to the best compared isomer or geometry (same formula, charge and spin)**: 7.21 kcal per mole
**Molar mass**: 60.14 g/mol
**LUMO level**: 1.11 eV
**Orbital gap**: 12.7 eV
**HOMO**: -0.4246 Ha

No. 4
Here is a cluster of 2 separate species, C4H12 in total in a non-equilibrium geometry from OMol25. Energies are from wB97M-V/def2-TZVPD.

Geometry as XYZ:
```
16
Properties=species:S:1:pos:R:3:forces:R:3:nbo_charge:R:1
C 1.199712 -1.134890 -2.413127 0.6144 0.2131 -0.6471 -0.62
C 0.362798 -0.476389 -1.326898 0.1670 -0.4029 0.3960 -0.63
H 1.273382 -2.222155 -2.339721 -0.2191 0.1293 -0.1450 0.21
H 0.918620 -0.823219 -3.423530 -0.4561 -0.4278 0.0911 0.21
H 2.226236 -0.753242 -2.382680 -0.0120 -0.1811 0.3250 0.20
H 1.053420 0.055826 -0.680069 -0.2736 0.5395 -0.1604 0.21
H -0.125597 -1.153293 -0.630242 0.0278 -0.5432 -0.1469 0.21
H -0.464257 0.128978 -1.695194 0.3597 0.3946 -0.1007 0.21
C -1.362654 0.397946 2.199373 0.3707 0.7632 1.1101 -0.61
C -0.206448 1.103495 1.471678 -0.9043 0.1284 -0.8176 -0.61
H -1.654013 -0.629829 2.030463 0.4501 -0.2866 -0.4914 0.21
H -1.103024 0.488084 3.263240 -0.2824 -0.2718 -0.0293 0.20
H -2.256382 1.010466 2.094224 -0.1628 -0.1028 -0.1819 0.20
H -0.447658 2.155900 1.637791 0.6540 0.1190 0.0491 0.20
H -0.215360 0.981598 0.382185 -0.1959 0.0050 0.5269 0.21
H 0.801218 0.870717 1.812505 -0.1375 -0.0758 0.2222 0.20
```
Positions in Å, forces in eV/Å.

## Properties
**Calculated total energy**: -159.563353 Ha
**Energy relative to the best compared isomer or geometry (same formula, charge and spin)**: 13.57 kcal per mole
**Molar mass**: 60.14 g/mol
**LUMO level**: 1.13 eV
**Orbital gap**: 12.4 eV
**HOMO**: -0.4142 Ha

No. 5
Here is a cluster of 2 separate species, C4H12 in total in a non-equilibrium geometry from OMol25. Energies are from wB97M-V/def2-TZVPD.

Geometry as XYZ:
```
16
Properties=species:S:1:pos:R:3:forces:R:3:nbo_charge:R:1
C -1.544708 0.233368 -0.902383 -1.1517 -0.5804 0.9047 -0.61
C -3.006867 0.058851 -0.403601 0.5540 0.4563 0.0706 -0.61
H -1.495319 0.104485 -1.979159 0.2726 0.1691 -0.0415 0.21
H -1.146664 1.175120 -0.544540 0.1783 0.2356 -0.4013 0.20
H -0.991317 -0.559643 -0.403643 0.3790 0.0737 -0.2800 0.20
H -3.162888 0.599916 0.532585 0.1314 -0.1978 0.1063 0.20
H -3.189230 -0.998992 -0.220746 -0.3735 0.0735 -0.1509 0.20
H -3.734078 0.490746 -1.083509 -0.1312 -0.2303 -0.2573 0.20
C 2.993227 -0.070177 0.885936 -0.4189 0.3569 0.6122 -0.61
C 1.559392 -0.202120 0.360551 0.9362 -0.2867 -0.5270 -0.61
H 3.030695 0.661208 1.699443 0.0028 0.0606 -0.1009 0.20
H 3.315537 -1.007861 1.339460 0.2155 -0.0434 -0.2568 0.20
H 3.692636 0.277971 0.127451 0.0351 -0.2794 -0.0697 0.20
H 0.868359 -0.380585 1.180360 -0.1862 0.0888 -0.1332 0.20
H 1.531271 -1.039271 -0.343000 -0.2346 -0.1151 0.1937 0.20
H 1.279956 0.656982 -0.245208 -0.2089 0.2186 0.3310 0.20
```
Positions in Å, forces in eV/Å.

## Properties
**Calculated total energy**: -159.577193 Ha
**Energy relative to the best compared isomer or geometry (same formula, charge and spin)**: 4.88 kcal per mole
**Molar mass**: 60.14 g/mol
**LUMO level**: 1.13 eV
**Orbital gap**: 12.8 eV
**HOMO**: -0.4298 Ha

No. 6
Here is a cluster of 2 separate species, C4H12 in total in a non-equilibrium geometry from OMol25. Energies are from wB97M-V/def2-TZVPD.

Geometry as XYZ:
```
16
Properties=species:S:1:pos:R:3:forces:R:3:nbo_charge:R:1
C -1.166858 0.680696 0.942203 1.2639 -0.1433 -0.7293 -0.62
C -0.887835 1.907548 1.828573 0.3826 -1.1235 0.4281 -0.62
H -2.167707 0.426474 0.620883 -0.4768 0.7029 0.0584 0.21
H -0.542107 0.835563 0.061959 -0.5576 -0.3044 -0.1365 0.20
H -0.811639 -0.262035 1.349529 0.2439 0.0178 0.4004 0.20
H -0.267280 1.560302 2.689718 -1.0403 0.4968 -0.1231 0.21
H -1.842179 2.362710 2.063332 0.2247 0.3840 0.6662 0.21
H -0.218855 2.619235 1.346085 -0.3719 0.1245 -0.3056 0.20
C 1.344959 -0.719606 -0.997775 -0.3065 1.0975 -1.7874 -0.62
C 0.668207 -1.938087 -1.695883 0.4442 1.6631 0.3528 -0.61
H 1.706820 -0.942927 -0.009564 0.2374 0.1540 0.2823 0.21
H 2.052604 -0.142451 -1.621233 0.9057 -1.3121 0.1992 0.20
H 0.688230 0.165780 -1.001237 -0.5731 -0.9048 0.6920 0.20
H 1.266372 -2.844101 -1.663512 -0.0394 -0.0150 0.0592 0.21
H -0.277134 -2.046634 -1.186298 -0.3361 -0.6082 0.0525 0.20
H 0.454402 -1.662463 -2.726776 -0.0008 -0.2293 -0.1092 0.20
```
Positions in Å, forces in eV/Å.

## Properties
**Calculated total energy**: -159.554963 Ha
**Energy relative to the best compared isomer or geometry (same formula, charge and spin)**: 18.83 kcal per mole
**Molar mass**: 60.14 g/mol
**LUMO level**: 1.15 eV
**Orbital gap**: 12.1 eV
**HOMO**: -0.4010 Ha